No. 1
C7H14Si | ωB97M-V with the def2-TZVPD basis set

Last column: Löwdin charge in e.
Cartesian coordinates (Å):
C  1.53462  3.24421  -0.32315  -0.11
C  -0.61495  0.63480  -2.26045  -0.09
C  0.33360  2.83937  -0.06193  0.00
C  -0.35252  0.47522  -0.99619  -0.14
C  0.05484  -2.50066  -0.43994  -0.18
C  -1.94258  -0.82175  1.27340  -0.18
C  1.14945  -0.37420  1.55593  -0.19
Si  -0.26982  -0.79044  0.35922  0.49
H  1.90526  4.21976  -0.00713  0.05
H  2.25083  2.65129  -0.87070  0.04
H  -0.90815  -0.19947  -2.89245  0.05
H  -0.56104  1.58367  -2.77393  0.05
H  -0.50826  3.24499  0.45241  0.02
H  -0.68878  -2.72342  -1.19729  0.02
H  1.02664  -2.51421  -0.92644  0.02
H  0.03856  -3.31239  0.28217  0.02
H  -2.11109  0.10416  1.81237  0.02
H  -2.76520  -0.94843  0.57592  0.02
H  -1.99783  -1.63282  1.99392  0.02
H  1.20680  -1.09839  2.36463  0.02
H  2.10554  -0.37458  1.04295  0.02
H  1.01603  0.60686  1.99905  0.01

## Properties
Frontier orbital gap (spin up / spin down): 8.5 / 8.8 eV
E_HOMO (spin up / spin down): -8.035 / -8.404 eV
Relative energy (zero: lowest compared OMol25 entry of this formula, charge and spin): 264.4 kJ/mol

---

No. 2
C7H15Cl2NRe | ωB97M-V with the def2-TZVPD basis set

Last column: Löwdin charge in e.
Cartesian coordinates (Å):
Re  2.93035  -0.29274  -0.37788  0.71
Cl  1.84285  -2.25779  -0.34999  -0.01
Cl  4.96087  -0.57163  0.74196  -0.21
C  -0.84142  0.02077  2.33228  -0.03
H  -0.28897  0.31953  3.27060  0.07
H  -0.32416  -0.73043  1.77643  0.04
C  1.25049  0.50559  -0.78461  -0.43
C  -1.64440  0.60682  1.43722  -0.21
H  0.66568  1.27307  -0.20600  0.03
C  -2.48898  -0.11329  0.41066  -0.20
H  -1.22643  1.57575  1.10707  0.10
C  -1.89004  -1.20717  -0.52710  -0.22
H  -3.28392  -0.63056  1.01818  0.12
H  -2.90793  0.65752  -0.25860  0.11
C  -1.20724  -0.74608  -1.83311  -0.20
H  -1.28726  -2.00977  -0.06121  0.09
H  -2.80059  -1.75605  -0.90623  0.11
C  0.18853  0.02964  -1.81290  -0.29
H  -1.03352  -1.61357  -2.51158  0.11
H  -1.92531  -0.14083  -2.42239  0.10
H  0.82533  -0.54785  -2.46990  0.05
H  -0.09584  1.02530  -2.21615  0.10
N  2.71233  1.39959  0.95876  -0.13
H  1.92494  1.25714  1.61838  0.07
H  3.49819  1.66389  1.55776  0.05
H  2.44644  2.28315  0.50833  0.07

## Properties
Frontier orbital gap (spin up / spin down): 7.5 / 7.5 eV
E_HOMO (spin up / spin down): -7.841 / -8.432 eV
Multiplicity: 4
Relative energy (zero: lowest compared OMol25 entry of this formula, charge and spin): 273.7 kJ/mol

---

No. 3
C7H15ClSi | ωB97M-V with the def2-TZVPD basis set

Last column: Löwdin charge in e.
Cartesian coordinates (Å):
C  1.37798  -1.94900  -0.99739  0.01
C  1.55704  -0.94031  -0.21297  -0.46
C  2.30121  -1.04837  1.14028  -0.04
C  -0.64079  1.01566  1.72233  -0.21
C  -2.01949  -0.99342  -0.46670  -0.18
C  -1.70009  2.13075  -1.02966  -0.21
C  0.92304  0.27513  -0.65127  -0.64
Si  -0.94624  0.59508  -0.08496  0.58
Cl  1.64221  1.79086  0.08495  0.61
H  0.88625  -1.80982  -1.90375  0.04
H  1.87645  -2.98218  -0.93446  0.11
H  1.51514  -1.04693  1.88475  0.07
H  2.90812  -1.88646  1.11921  0.05
H  2.98134  -0.18833  1.23149  0.06
H  -0.30784  0.21253  2.26045  -0.01
H  0.09562  1.76337  1.73026  -0.05
H  -1.43533  1.41985  2.24157  0.01
H  -1.82088  -1.17930  -1.59246  0.06
H  -1.64773  -1.88548  -0.01689  0.00
H  -3.04953  -1.09789  -0.19845  0.00
H  -1.26735  2.25824  -2.09298  0.04
H  -2.81878  2.07702  -1.19643  0.02
H  -1.45455  3.07696  -0.32752  0.07
H  1.04421  0.39204  -1.70942  0.07

## Properties
Frontier orbital gap: 9.8 eV
E_HOMO: -8.971 eV
Relative energy (zero: lowest compared OMol25 entry of this formula, charge and spin): 115.7 kJ/mol

---

No. 4
C7H15FN | ωB97M-V with the def2-TZVPD basis set

Last column: Löwdin charge in e.
Cartesian coordinates (Å):
C  -2.11894  0.70009  1.27140  0.06
C  -1.78732  0.21098  0.12059  -0.31
C  -2.23982  0.76837  -1.22623  -0.04
C  1.64044  -1.68544  -0.57459  -0.04
C  2.13730  1.28633  0.42703  -0.02
C  -0.84892  -1.02359  -0.10356  -0.18
C  0.70175  -0.53378  -0.36507  -0.30
N  1.11472  0.29191  0.84102  0.03
F  -0.69681  -1.77095  1.07001  -0.01
H  -2.06060  0.04849  2.13351  0.09
H  -2.76122  1.52059  1.34266  0.07
H  -1.50015  0.82602  -2.06696  0.10
H  -2.78133  1.68798  -1.12535  0.07
H  -3.11847  0.12018  -1.48142  0.11
H  1.62144  -2.40422  0.30074  0.11
H  2.66746  -1.20308  -0.51824  0.10
H  1.33956  -2.27184  -1.56993  0.16
H  3.07171  1.15164  0.92545  0.09
H  2.33869  1.24640  -0.67372  0.12
H  1.73143  2.34466  0.63625  0.14
H  -1.06551  -1.62954  -0.92882  0.13
H  0.66100  0.07931  -1.19863  0.11
H  1.69481  -0.42880  1.44752  0.22
H  0.25879  0.66829  1.31635  0.16

## Properties
Frontier orbital gap: 10.9 eV
Charge: +1
E_HOMO: -13.968 eV
Relative energy (zero: lowest compared OMol25 entry of this formula, charge and spin): 176.7 kJ/mol